Molecular formula: C9H7IrN2O5
Method: DFT, ωB97M-V/def2-TZVPD

Values from the calculation:
* energy relative to the best compared isomer or geometry (same formula, charge and spin): 20.1 kcal/mol
* multiplicity: 5
* expectation value of S²: 6.018
* net charge: +2
* E_tot: -936.35558 a.u.

Atoms and positions in Å:
O: 4.137 -3.319 0.249
C: 3.265 -2.569 0.288
Ir: -0.706 0.448 -0.068
C: -1.441 1.635 1.342
O: -1.895 2.371 2.107
C: -2.436 0.326 -0.949
O: -3.464 0.251 -1.478
C: -0.820 -1.250 0.830
O: -0.856 -2.287 1.351
C: 0.380 -0.184 -1.595
O: 1.027 -0.581 -2.467
H: 2.027 -1.612 0.209
C: 1.853 0.535 2.478
C: 1.926 1.494 1.357
N: 1.082 1.645 0.341
C: 1.550 2.663 -0.474
C: 2.708 3.136 0.079
N: 2.926 2.389 1.220
H: 1.999 -0.489 2.116
H: 2.641 0.772 3.201
H: 0.879 0.599 2.979
H: 1.024 2.978 -1.364
H: 3.359 3.925 -0.252
H: 3.706 2.462 1.868

Atom charges from the Löwdin analysis, given in e for atoms 1 to 5:
1. O 0.156
2. C 0.042
3. Ir 1.131
4. C -0.234
5. O 0.174